DFT (wB97M-V/def2-TZVPD) results for a 2-piece molecular cluster, C23H36BN3O8PS overall in a non-equilibrium geometry.

Properties
Calculated total energy ... -2428.60084 Eh
HOMO level ... -4.540 eV
Lowest unoccupied orbital energy ... 1.691 eV
Maximum force ... 4.28 eV/A
Total charge ... -1
Multiplicity ... 1

Each line ends with the Löwdin charge.
Element x y z (Å)
C (-4.032670, -4.183754, 1.622379)  -0.179
C (-2.795809, -3.176861, 1.424940)  -0.425
P (-1.483538, -3.725793, 2.644031)  0.978
C (-2.042081, -3.035464, 4.333777)  -0.274
C (0.187066, -2.975388, 2.292918)  -0.265
C (0.494737, -1.521164, 2.246466)  -0.116
C (-0.624325, -0.448743, 2.454752)  -0.138
C (-1.410461, -0.300438, 1.084798)  -0.211
C (-0.956380, 0.914408, 0.182264)  -0.197
C (-2.183907, 1.254352, -0.779080)  -0.194
C (-1.746814, 1.618565, -2.244499)  -0.303
N (-0.730665, 0.704516, -2.826517)  -0.013
C (1.868296, -1.016064, 2.006041)  -0.028
C (2.213378, 0.499533, 1.995828)  -0.185
O (3.454397, 0.835185, 1.381835)  -0.166
C (4.210558, 1.541555, 2.385090)  -0.133
C (2.894218, -2.022662, 1.816030)  0.043
C (2.600945, -3.472753, 1.815228)  -0.001
C (1.261282, -3.962195, 2.050349)  -0.050
B (1.013504, -5.555019, 2.035981)  -0.565
N (0.602263, -6.239798, 0.780433)  0.130
O (1.253328, -6.246919, 3.255253)  0.078
C (3.945425, -4.210147, 1.539479)  -0.328
O (4.312710, -5.307097, 1.846705)  0.138
N (4.690650, -3.176975, 0.839019)  0.077
C (4.367500, -3.148364, -0.600254)  -0.701
O (4.666952, -4.157242, -1.258828)  -0.030
O (3.838251, -2.107450, -1.120498)  -0.050
C (4.440610, -1.950492, 1.585705)  -0.312
O (5.284335, -1.185483, 1.935295)  0.141
H (-5.016882, -3.637868, 1.615399)  0.066
H (-4.003582, -5.035368, 0.903712)  0.065
H (-3.932268, -4.585920, 2.669640)  0.040
H (-3.203204, -2.165083, 1.703642)  0.051
H (-2.495824, -3.238567, 0.353215)  0.078
H (-2.784582, -2.228758, 4.110932)  0.028
H (-1.111189, -2.674868, 4.831055)  0.043
H (-2.499672, -3.900610, 4.883108)  0.030
H (-1.348143, -0.737568, 3.260039)  0.085
H (-0.226367, 0.561562, 2.721367)  0.098
H (-1.253469, -1.231425, 0.482347)  0.103
H (-2.521831, -0.195614, 1.235860)  0.093
H (-0.061029, 0.588603, -0.406375)  0.107
H (-0.742221, 1.833753, 0.784609)  0.105
H (-2.788666, 2.096657, -0.359256)  0.105
H (-2.890380, 0.375781, -0.859191)  0.101
H (-2.675584, 1.521380, -2.891399)  0.104
H (-1.435949, 2.694597, -2.362432)  0.071
H (-0.397187, 1.182590, -3.673258)  0.062
H (-1.201414, -0.129055, -3.194327)  0.067
H (1.405820, 1.013006, 1.392883)  0.112
H (2.091421, 0.902706, 3.041943)  0.128
H (5.195940, 1.891293, 1.976872)  0.096
H (3.651215, 2.421781, 2.802228)  0.084
H (4.466602, 0.871898, 3.256560)  0.092
H (-0.288473, -5.881143, 0.432831)  0.051
H (1.314566, -6.052372, 0.062105)  0.082
H (2.227683, -6.183781, 3.359515)  0.099
C (-0.037718, 6.674083, -5.212672)  -0.223
C (-1.439679, 7.174939, -5.574580)  -0.220
C (-2.448454, 6.203924, -4.953375)  -0.222
S (-1.648222, 5.507795, -3.507822)  0.679
O (-1.444870, 4.096569, -3.729348)  -0.329
O (-2.289230, 6.011708, -2.318763)  -0.318
C (-0.086086, 6.345923, -3.725022)  -0.229
H (0.727911, 7.418677, -5.433359)  0.115
H (0.191800, 5.772432, -5.787337)  0.121
H (-1.587300, 8.175454, -5.158427)  0.116
H (-1.576631, 7.246588, -6.654497)  0.113
H (-3.362502, 6.711219, -4.648898)  0.102
H (-2.686810, 5.385578, -5.632726)  0.105
H (0.728461, 5.700835, -3.399779)  0.113
H (-0.109755, 7.254821, -3.121941)  0.109

Forces on the atoms, in the same order (eV/Å):
C 0.529 0.449 1.027
C -1.636 0.006 0.394
P 0.844 -0.762 -0.053
C -0.036 -0.245 -1.111
C 1.927 1.638 -0.661
C 1.326 -0.372 0.337
C -0.310 -0.531 -0.828
C 0.047 0.545 -0.152
C -1.144 -0.520 -0.164
C 0.776 -0.309 -0.588
C -1.312 0.171 -0.294
N -0.294 0.547 -0.408
C 0.131 -2.422 0.297
C -1.784 -0.230 -0.741
O -0.191 0.603 2.049
C 1.001 -0.044 0.404
C -1.189 -0.840 0.507
C -1.278 1.915 0.810
C 0.584 1.767 0.189
B -0.486 0.036 0.544
N 0.228 0.126 0.595
O 0.741 0.328 -1.705
C -1.113 1.886 -0.692
O -0.468 0.073 -0.100
N 1.176 -0.528 1.472
C -0.540 1.021 -4.119
O -0.018 -0.362 1.437
O 0.823 -0.858 2.561
C -1.876 -0.585 -1.367
O -0.315 -0.173 0.117
H 0.954 -0.581 -0.386
H -0.118 0.703 0.590
H -0.312 0.013 -1.007
H 0.650 -0.794 -0.629
H 0.152 0.387 0.958
H 0.588 -0.519 0.710
H -0.927 -0.157 -0.202
H 0.391 1.040 -0.369
H 0.776 0.058 -0.649
H -0.141 -0.981 -0.061
H -0.245 0.797 0.501
H 1.062 -0.089 0.172
H -0.752 0.602 0.402
H 0.044 -0.829 -0.365
H 0.475 -0.608 -0.306
H 0.825 0.683 0.234
H 0.620 0.472 0.758
H -0.049 -1.637 0.545
H 0.105 -0.326 0.489
H 0.232 0.263 0.372
H 0.771 -0.503 0.567
H 0.419 -0.380 -0.869
H -1.074 -0.384 0.030
H 0.329 -0.568 -0.561
H -0.330 0.468 -0.876
H 0.370 0.017 -0.008
H -0.426 -0.040 0.198
H -0.574 0.048 0.414
C -0.024 -0.050 -0.106
C 0.051 0.122 -0.043
C -0.192 0.250 -0.441
S 0.124 0.275 0.074
O -0.121 0.561 -0.197
O -0.028 -0.346 -0.023
C 0.381 0.162 -0.185
H -0.021 -0.054 0.016
H 0.031 0.033 0.057
H 0.012 -0.055 -0.004
H -0.017 -0.002 0.061
H 0.015 -0.181 0.111
H 0.038 -0.051 0.141
H -0.150 -0.068 0.104
H -0.057 -0.081 0.031

***

DFT (wB97M-V/def2-TZVPD) results for C23H36BN6O3PRuSi2Te as an isolated structure in a non-equilibrium geometry.

Properties
Calculated total energy ... -2760.59159 Eh
HOMO level (spin up / spin down) ... -4.233 / -4.034 eV
Lowest unoccupied orbital energy (spin up / spin down) ... 2.274 / 2.033 eV
Maximum force ... 3.15 eV/A
Total charge ... -1
Multiplicity ... 2
Energy above the lowest of the compared OMol25 structures with the same formula, charge and spin ... 352.9 kJ/mol

Each line ends with the Mulliken spin population.
Element x y z (Å)
Ru (-0.234174, -0.090404, -0.008058)  -0.080
C (-0.396074, 0.043796, 4.344442)  0.001
C (-0.930174, -0.223004, 3.084842)  -0.007
N (-0.101674, 0.217696, 2.147842)  0.041
N (0.956826, 0.752896, 2.752742)  -0.016
C (0.805526, 0.667996, 4.082042)  -0.002
B (2.050626, 1.551296, 2.024642)  0.008
N (2.742226, 0.754396, 0.922042)  0.000
C (4.043126, 0.442896, 0.843242)  0.002
C (4.287126, -0.077904, -0.408358)  0.000
C (3.042426, -0.052904, -1.038058)  0.005
N (2.131426, 0.447896, -0.219858)  -0.036
N (1.338326, 2.721296, 1.327942)  0.016
C (1.527826, 4.037196, 1.508542)  0.002
C (0.702126, 4.710896, 0.633842)  0.000
C (0.032626, 3.695496, -0.053458)  -0.001
N (0.421526, 2.511096, 0.384442)  -0.029
H (-0.818974, -0.187204, 5.302742)  0.000
H (-1.843474, -0.730704, 2.829742)  -0.001
H (1.547626, 1.046596, 4.757042)  0.000
H (2.844926, 1.957996, 2.812742)  0.000
H (4.707526, 0.597396, 1.669742)  0.000
H (5.215926, -0.444904, -0.800858)  0.000
H (2.775126, -0.366404, -2.032258)  -0.001
H (2.227726, 4.395396, 2.239542)  0.000
H (0.598226, 5.771196, 0.510742)  0.000
H (-0.702574, 3.778496, -0.828558)  0.001
C (0.547326, 2.019796, -2.996258)  0.004
Si (-0.376274, 0.411796, -2.381258)  0.018
C (0.146626, -0.919904, -3.723558)  0.022
C (-2.221974, 0.825996, -2.795858)  -0.006
C (-2.645774, 1.023496, -4.102458)  -0.016
C (-3.969374, 1.303796, -4.393658)  0.001
C (-4.883374, 1.416996, -3.360958)  -0.001
C (-4.461074, 1.269296, -2.051458)  -0.025
C (-3.140874, 0.962096, -1.752458)  0.022
Si (-2.528074, 0.740096, 0.065442)  0.048
C (-3.944174, -0.342204, 0.880742)  0.014
C (-2.881374, 2.459796, 0.923442)  0.007
H (0.937726, 1.897496, -4.002958)  -0.001
H (1.372826, 2.282596, -2.343258)  0.000
H (-0.140574, 2.858696, -3.010658)  0.002
H (-0.725074, -1.369804, -4.188758)  -0.001
H (0.721926, -1.725204, -3.276258)  -0.011
H (0.761826, -0.471604, -4.499358)  0.000
H (-1.929874, 0.955796, -4.909958)  0.001
H (-4.284874, 1.446796, -5.420358)  0.000
H (-5.925174, 1.616096, -3.577258)  0.000
H (-5.175674, 1.398196, -1.250158)  0.002
H (-4.732874, -0.527804, 0.157642)  0.000
H (-4.387774, 0.158896, 1.737642)  0.000
H (-3.585074, -1.314104, 1.206242)  -0.003
H (-3.879774, 2.488796, 1.349142)  0.001
H (-2.808374, 3.270696, 0.208642)  0.001
H (-2.176974, 2.668596, 1.723242)  -0.001
C (3.493526, -3.633204, -0.961358)  -0.003
C (2.032126, -3.901304, -1.291958)  0.014
O (1.109426, -3.568604, -0.300158)  0.006
P (1.086426, -2.128404, 0.599742)  0.059
O (2.359226, -2.077604, 1.362542)  0.014
Te (-1.685974, -2.595404, -0.922358)  0.974
O (-0.131274, -2.677304, 1.600342)  -0.058
C (0.118326, -3.725704, 2.509042)  0.011
C (0.849426, -3.263004, 3.760942)  0.005
H (4.119326, -4.022804, -1.762958)  0.000
H (3.761026, -4.120704, -0.027158)  0.000
H (3.669426, -2.567404, -0.849758)  0.003
H (1.889926, -4.978604, -1.455558)  0.002
H (1.767226, -3.380704, -2.224058)  -0.010
H (0.695326, -4.512204, 2.008242)  0.000
H (-0.868974, -4.131904, 2.775142)  0.005
H (1.842326, -2.917904, 3.486342)  0.000
H (0.928126, -4.090404, 4.462942)  0.000
H (0.309526, -2.440504, 4.225342)  0.000

Forces on the atoms, in the same order (eV/Å):
Ru 2.768 0.775 -1.293
C -0.031 0.126 0.082
C 0.097 0.157 0.265
N -0.611 -0.588 -0.255
N 0.422 0.003 0.593
C -0.179 -0.124 0.165
B -0.573 -0.024 -0.325
N 0.623 -0.037 0.348
C -0.004 -0.049 -0.211
C 0.070 0.072 -0.080
C 0.264 -0.038 -0.096
N -1.532 -0.501 -0.284
N 0.203 0.322 0.321
C -0.044 0.085 -0.085
C 0.064 0.086 0.023
C -0.002 0.113 0.067
N -0.815 -1.029 -0.441
H -0.046 -0.031 0.126
H -0.015 -0.017 -0.163
H 0.173 0.117 0.009
H 0.167 0.034 0.179
H 0.047 0.124 0.175
H 0.112 -0.002 -0.036
H -0.131 -0.084 -0.067
H 0.114 0.021 0.074
H -0.002 0.136 -0.018
H -0.164 -0.047 -0.148
C -0.178 -0.581 0.509
Si -0.395 -0.426 -0.759
C 0.020 0.543 0.670
C 0.786 -0.176 0.314
C -0.050 0.025 -0.227
C 0.049 0.049 -0.203
C -0.228 0.042 0.028
C -0.201 0.079 0.029
C 0.548 -0.045 0.635
Si -1.624 -0.678 -0.034
C 0.747 0.252 -0.002
C 0.617 -0.547 -0.285
H 0.008 -0.132 -0.197
H 0.203 0.052 0.134
H -0.171 0.174 0.029
H -0.187 -0.060 0.004
H 0.040 -0.149 0.121
H 0.081 0.174 -0.189
H 0.101 -0.058 -0.170
H -0.023 -0.035 -0.031
H -0.060 0.070 -0.007
H -0.156 -0.034 0.116
H -0.097 0.005 -0.204
H -0.047 0.181 0.158
H 0.081 -0.121 0.004
H -0.234 -0.213 -0.015
H 0.073 0.182 -0.199
H 0.163 0.008 0.169
C -0.275 -0.017 0.101
C 0.406 -0.169 -0.726
O -0.176 1.372 1.018
P -2.246 -1.638 0.836
O 0.091 0.558 -0.446
Te 0.245 1.877 0.054
O 0.677 0.436 -0.420
C 0.084 -0.506 0.293
C -0.092 0.026 -0.250
H 0.051 -0.041 -0.116
H 0.085 0.008 0.096
H 0.121 -0.035 0.058
H 0.000 0.182 -0.107
H 0.002 -0.126 0.029
H -0.105 -0.034 0.064
H 0.197 0.026 -0.113
H 0.065 0.046 0.079
H 0.012 -0.115 0.148
H 0.018 -0.032 0.078

***

DFT (wB97M-V/def2-TZVPD) results for an isolated ion of composition C23H36BNO3P and charge -1 in a non-equilibrium geometry.

Properties
Calculated total energy ... -1544.61303 Eh
HOMO level ... -3.357 eV
Lowest unoccupied orbital energy ... 2.719 eV
Maximum force ... 5.03 eV/A
Total charge ... -1
Multiplicity ... 1
Energy above the lowest of the compared OMol25 structures with the same formula, charge and spin ... 335.5 kJ/mol

Each line ends with the Löwdin charge.
Element x y z (Å)
C (-0.517740, -5.523496, 2.065632)  -0.231
C (-0.064629, -4.000852, 2.165730)  -0.462
P (1.085422, -3.624833, 0.706563)  0.946
C (2.791745, -3.442978, 1.540419)  -0.345
B (0.753827, -1.873695, -0.038849)  -0.947
O (0.149615, -0.806162, 0.792532)  -0.100
C (-0.565514, -0.019002, -0.196387)  -0.127
C (-0.161979, -0.404931, -1.688720)  -0.363
C (0.888757, 0.606510, -2.310452)  -0.113
C (2.371682, 0.088951, -2.397379)  -0.176
C (3.385806, 0.992658, -1.562267)  -0.173
C (3.315294, 0.717859, -0.014306)  -0.148
N (3.938591, 1.804463, 0.777479)  -0.177
C (5.122402, 1.486845, 1.406675)  -0.081
C (5.460425, 2.740848, 2.090500)  -0.113
C (4.402888, 3.733730, 1.776774)  -0.106
C (3.412064, 3.062229, 0.907664)  -0.083
C (-1.290010, -0.648745, -2.775052)  -0.056
C (-2.464445, 0.402285, -2.821335)  -0.327
C (-2.003710, 1.830770, -3.357295)  -0.069
O (-3.270167, 0.449740, -1.628747)  -0.150
C (-3.255800, 1.693171, -0.947258)  -0.204
C (-4.022743, 1.449520, 0.422474)  -0.170
C (-4.977139, 0.359266, 0.463244)  -0.024
C (-5.660688, 0.108983, 1.727835)  -0.075
C (-5.332646, 0.968614, 2.862482)  -0.113
C (-4.381904, 2.060208, 2.808207)  -0.083
C (-3.695508, 2.320060, 1.533273)  -0.034
O (0.274533, -1.768716, -1.437562)  -0.093
H (0.402698, -6.163513, 2.173541)  0.053
H (-0.928574, -5.667868, 1.034208)  0.046
H (-1.218937, -5.834813, 2.881916)  0.048
H (-0.923387, -3.289611, 2.249944)  0.065
H (0.511660, -3.921787, 3.133341)  0.058
H (2.874027, -4.032462, 2.486432)  0.017
H (3.625695, -3.603339, 0.817006)  0.019
H (2.848572, -2.354303, 1.848364)  0.022
H (1.902830, -1.456502, -0.164294)  0.052
H (-1.636217, -0.210134, 0.117593)  0.127
H (-0.442018, 1.064272, 0.114563)  0.114
H (0.889744, 1.538529, -1.682062)  0.104
H (0.597589, 0.943253, -3.345061)  0.096
H (2.524752, -0.979797, -2.119996)  0.105
H (2.724906, 0.185288, -3.467293)  0.102
H (4.413669, 0.687512, -1.911832)  0.106
H (3.225763, 2.080274, -1.790751)  0.104
H (2.225848, 0.650899, 0.274101)  0.121
H (3.729908, -0.297860, 0.222058)  0.118
H (5.652016, 0.515460, 1.386787)  0.116
H (6.357217, 2.906308, 2.722968)  0.069
H (4.327541, 4.790769, 2.119230)  0.070
H (2.492014, 3.474574, 0.455683)  0.114
H (-1.700719, -1.681527, -2.628822)  0.130
H (-0.767963, -0.660121, -3.775190)  0.125
H (-3.158493, 0.030401, -3.637303)  0.139
H (-2.902990, 2.464540, -3.555609)  0.075
H (-1.238471, 2.309556, -2.702017)  0.070
H (-1.507736, 1.683239, -4.359477)  0.085
H (-3.858776, 2.500453, -1.458473)  0.132
H (-2.237756, 2.048305, -0.641262)  0.107
H (-5.207255, -0.310018, -0.397250)  0.112
H (-6.380640, -0.736070, 1.822231)  0.093
H (-5.845321, 0.745472, 3.824845)  0.085
H (-4.121856, 2.693656, 3.681265)  0.090
H (-2.937766, 3.123664, 1.398741)  0.108

Forces on the atoms, in the same order (eV/Å):
C 0.534 0.654 -0.085
C 0.340 -0.785 0.924
P 0.003 -1.313 0.150
C -0.501 1.638 0.489
B 2.082 1.557 -0.089
O -0.867 0.219 -1.907
C -1.543 0.741 2.044
C -0.522 -1.534 0.581
C 0.743 -0.096 0.339
C 0.924 0.859 -0.321
C 0.225 -1.099 -0.105
C -1.798 0.160 -0.910
N -0.564 -2.894 -1.438
C -0.130 4.736 1.677
C -1.327 -0.523 -1.158
C -0.454 -2.001 -0.972
C 3.784 1.014 2.659
C -0.428 0.591 0.706
C 0.286 0.145 -2.026
C 0.081 -0.847 -0.381
O 0.791 0.921 -0.539
C -1.284 -0.058 2.187
C 0.282 -0.109 -0.440
C -0.316 0.773 2.542
C 1.873 1.889 -0.421
C 0.209 -0.070 -0.717
C 0.140 -0.859 -2.416
C -2.038 -2.140 0.612
O -0.555 0.760 -0.345
H -0.863 0.556 -0.274
H 0.120 -0.225 1.020
H 0.278 0.319 -0.763
H 0.614 -0.591 -0.300
H -0.499 0.215 -0.868
H 0.064 0.098 -0.972
H -0.708 -0.223 0.639
H 0.162 -1.030 -0.208
H 0.868 -0.590 0.229
H 0.721 0.087 -1.286
H 0.318 -0.723 -0.792
H -0.030 -0.714 -0.468
H 0.055 -0.498 1.052
H -0.551 0.827 -0.041
H -0.424 -0.142 0.966
H -0.786 0.616 0.305
H 0.132 -0.924 0.249
H 1.057 0.027 -0.142
H -0.157 1.234 -0.055
H -0.867 0.864 -0.186
H -0.876 -0.085 -0.581
H 0.195 -1.147 -0.285
H 0.784 -0.851 0.269
H 0.250 1.026 0.131
H -0.656 0.089 0.886
H 0.560 0.267 0.844
H 0.847 -0.287 0.427
H -0.839 -0.151 -0.430
H -0.476 -0.016 0.989
H 0.891 -0.732 0.092
H -0.763 -0.258 -0.690
H 0.561 0.910 0.693
H 0.674 0.890 0.024
H 0.501 0.288 -0.770
H -0.437 -0.697 -0.584
H -0.688 -0.756 0.238